Record 1
Formula: C38H31BrF6O6P
Source: the Open Molecules 2025 dataset
Level of theory: ωB97M-V/def2-TZVPD

Last column: Löwdin charge in e.
Cartesian coordinates (Å):
O  1.28  1.37  -1.05  -0.12
C  0.34  2.01  -1.81  -0.41
O  -0.66  1.14  -2.46  -0.24
O  0.46  3.47  -1.96  0.01
C  -0.41  4.19  -1.03  -0.32
O  -0.10  4.44  0.27  0.00
O  -1.69  4.76  -1.51  -0.34
P  -3.03  3.69  -1.19  0.68
O  -2.55  2.27  -0.31  -0.37
Br  -3.65  2.96  -3.30  0.24
H  -2.98  1.46  -0.74  0.06
F  -4.48  0.07  -2.36  0.01
C  -4.76  -0.60  -3.49  -0.30
C  -3.84  -0.61  -4.53  -0.02
C  -4.12  -1.31  -5.70  -0.08
C  -5.34  -1.98  -5.83  -0.11
C  -6.27  -1.96  -4.78  -0.10
C  -5.97  -1.28  -3.61  -0.02
H  -2.90  -0.07  -4.42  0.11
H  -3.40  -1.33  -6.52  0.10
H  -5.57  -2.52  -6.74  0.09
H  -7.21  -2.49  -4.88  0.10
H  -6.68  -1.26  -2.78  0.11
F  -0.07  -3.47  1.17  0.05
C  1.05  -2.74  1.29  -0.30
C  2.13  -3.26  2.00  -0.04
C  3.29  -2.50  2.12  -0.11
C  3.37  -1.24  1.53  -0.10
C  2.28  -0.73  0.82  -0.07
C  1.11  -1.48  0.70  0.01
H  2.05  -4.24  2.45  0.10
H  4.15  -2.90  2.67  0.09
H  4.28  -0.65  1.63  0.10
H  2.34  0.26  0.37  0.08
H  0.26  -1.11  0.14  0.12
F  -5.10  2.51  1.03  0.04
C  -5.21  1.72  2.10  -0.28
C  -5.41  0.35  1.94  -0.01
C  -5.51  -0.47  3.06  -0.09
C  -5.42  0.09  4.34  -0.10
C  -5.23  1.46  4.50  -0.08
C  -5.11  2.28  3.37  -0.01
H  -5.49  -0.06  0.94  0.11
H  -5.67  -1.54  2.94  0.10
H  -5.51  -0.56  5.21  0.10
H  -5.16  1.89  5.49  0.10
H  -4.95  3.35  3.48  0.10
F  7.14  -2.51  -2.25  0.04
C  6.47  -1.35  -2.32  -0.30
C  5.08  -1.37  -2.35  -0.01
C  4.38  -0.17  -2.41  -0.06
C  5.07  1.04  -2.45  -0.08
C  6.47  1.05  -2.41  -0.09
C  7.17  -0.15  -2.34  -0.03
H  4.56  -2.32  -2.34  0.12
H  3.29  -0.17  -2.44  0.11
H  4.53  1.98  -2.50  0.11
H  7.01  1.99  -2.44  0.10
H  8.26  -0.16  -2.30  0.11
F  -3.74  4.45  5.16  0.06
C  -4.37  5.62  5.30  -0.29
C  -3.79  6.78  4.79  -0.01
C  -4.45  8.00  4.93  -0.08
C  -5.68  8.05  5.60  -0.10
C  -6.25  6.89  6.11  -0.09
C  -5.60  5.66  5.96  -0.02
H  -2.83  6.72  4.29  0.12
H  -4.01  8.91  4.53  0.10
H  -6.19  9.00  5.71  0.10
H  -7.21  6.93  6.63  0.10
H  -6.03  4.75  6.34  0.11
F  9.84  -9.24  -1.65  0.05
C  9.17  -8.09  -1.72  -0.30
C  7.78  -8.11  -1.75  -0.02
C  7.08  -6.90  -1.81  -0.08
C  7.77  -5.69  -1.85  -0.09
C  9.17  -5.68  -1.81  -0.08
C  9.87  -6.89  -1.74  -0.02
H  7.26  -9.06  -1.74  0.11
H  5.99  -6.91  -1.84  0.11
H  7.23  -4.75  -1.90  0.08
H  9.71  -4.74  -1.84  0.11
H  10.96  -6.90  -1.70  0.11

Calculated values
Charge ... -1
LUMO ... 0.0836 Ha
HOMO ... -5.3794 eV
Relative energy (zero: lowest compared OMol25 entry of this formula, charge and spin) ... 257.1 kJ/mol


Record 2
Formula: C38H31BrFeN4O6P2
Source: the Open Molecules 2025 dataset
Level of theory: ωB97M-V/def2-TZVPD

Last column: Mulliken spin population.
Cartesian coordinates (Å):
Fe  -0.72  1.39  0.18  3.71
O  4.31  0.58  3.16  0.00
C  3.34  0.89  4.01  0.00
O  3.51  0.95  5.20  0.00
C  1.98  1.11  3.45  -0.01
C  0.90  1.53  4.22  0.00
N  -0.18  1.54  3.43  0.00
N  0.12  1.15  2.18  0.06
C  1.42  0.90  2.18  0.02
C  2.02  0.43  0.89  -0.04
O  3.23  0.29  0.77  0.01
O  1.13  0.14  0.00  0.11
H  3.99  0.53  2.22  0.00
H  0.86  1.79  5.26  0.00
H  -1.11  1.83  3.65  0.00
N  -0.30  -2.17  -0.61  0.09
P  -1.51  -0.97  -0.40  0.00
C  -3.00  -1.96  -0.10  0.02
C  -3.51  -2.82  -1.07  0.00
C  -4.62  -3.60  -0.80  0.00
C  -5.23  -3.51  0.45  0.00
C  -4.74  -2.64  1.41  0.00
C  -3.62  -1.87  1.14  0.01
C  -1.74  -0.30  -2.07  -0.02
C  -3.00  0.17  -2.47  0.03
C  -3.15  0.81  -3.69  -0.01
C  -2.05  0.99  -4.52  0.01
C  -0.80  0.54  -4.12  -0.01
C  -0.64  -0.10  -2.90  0.01
P  1.31  -2.15  -0.14  0.43
C  1.96  -3.60  -0.96  0.08
C  2.86  -3.41  -2.01  0.03
C  3.39  -4.52  -2.66  0.01
C  3.03  -5.79  -2.26  0.00
C  2.14  -5.98  -1.21  0.01
C  1.61  -4.89  -0.55  0.01
C  1.46  -2.37  1.63  0.11
C  0.35  -2.33  2.48  0.01
C  0.54  -2.38  3.85  -0.01
C  1.82  -2.46  4.38  0.03
C  2.92  -2.52  3.53  -0.01
C  2.75  -2.48  2.16  0.04
H  -0.49  -2.90  -1.30  0.00
H  -3.05  -2.87  -2.05  0.00
H  -5.01  -4.27  -1.55  0.00
H  -6.10  -4.11  0.66  0.00
H  -5.23  -2.57  2.37  0.00
H  -3.24  -1.19  1.89  0.00
H  -3.86  0.02  -1.83  0.00
H  -4.12  1.15  -4.00  0.00
H  -2.17  1.49  -5.47  0.00
H  0.06  0.69  -4.76  0.00
H  0.35  -0.41  -2.58  0.02
H  3.15  -2.41  -2.31  0.02
H  4.09  -4.38  -3.47  0.00
H  3.44  -6.65  -2.77  0.00
H  1.86  -6.98  -0.90  0.00
H  0.93  -5.03  0.28  0.00
H  -0.65  -2.28  2.07  0.01
H  -0.31  -2.35  4.51  0.00
H  1.97  -2.49  5.45  0.00
H  3.92  -2.58  3.95  0.00
H  3.61  -2.49  1.51  0.00
Br  3.32  8.33  -2.90  0.00
C  2.37  6.86  -2.18  0.00
C  2.15  5.74  -2.96  0.00
C  1.46  4.67  -2.43  0.01
C  0.98  4.73  -1.13  0.01
C  1.20  5.86  -0.35  0.00
C  1.90  6.93  -0.87  0.00
C  0.25  3.57  -0.55  -0.01
O  -0.15  3.57  0.64  0.04
O  0.03  2.54  -1.28  0.09
H  2.54  5.70  -3.97  0.00
H  1.28  3.78  -3.02  0.01
H  0.84  5.88  0.67  0.01
H  2.08  7.82  -0.28  0.00
C  -3.98  4.42  0.24  0.00
C  -3.28  3.15  0.37  0.02
N  -2.71  2.16  0.45  0.02
H  -4.30  4.55  -0.79  0.00
H  -3.30  5.22  0.53  0.00
H  -4.85  4.42  0.90  0.00

Calculated values
Charge ... +1
Spin multiplicity ... 6
LUMO (spin up / spin down) ... -0.0805 / -0.1588 Ha
HOMO (spin up / spin down) ... -10.8183 / -10.8215 eV
Relative energy (zero: lowest compared OMol25 entry of this formula, charge and spin) ... 45.0 kJ/mol


Record 3
Formula: C38H31IrN6O7P2S3
Source: the Open Molecules 2025 dataset
Level of theory: ωB97M-V/def2-TZVPD

Last column: Löwdin charge in e.
Cartesian coordinates (Å):
Ir  1.12  -0.96  0.45  0.66
S  3.28  -0.71  1.21  0.63
C  2.70  -1.22  2.75  -1.06
S  0.97  -1.30  2.69  0.63
C  3.46  -1.52  3.84  -0.36
C  2.83  -1.92  5.07  -0.23
N  2.31  -2.22  6.05  0.16
C  4.89  -1.46  3.76  -0.23
N  6.04  -1.40  3.70  0.16
C  -2.55  5.79  0.21  -0.41
S  -3.87  4.95  1.11  0.82
C  -3.24  3.26  1.05  -0.53
C  -2.04  3.02  1.96  -0.24
C  -1.64  1.55  2.02  -0.24
N  -1.09  1.08  0.71  -0.38
P  -1.30  -0.61  0.34  0.92
C  -2.99  -1.10  0.73  -0.34
C  -4.07  -0.37  0.26  -0.08
C  -5.36  -0.82  0.50  -0.06
C  -5.56  -2.01  1.20  -0.07
C  -4.48  -2.74  1.67  -0.06
C  -3.18  -2.28  1.44  -0.07
C  -1.44  -0.63  -1.50  -0.35
C  -1.12  -1.83  -2.14  -0.10
C  -1.22  -1.92  -3.52  -0.07
C  -1.62  -0.83  -4.27  -0.07
C  -1.97  0.36  -3.64  -0.07
C  -1.89  0.45  -2.26  -0.10
P  0.61  1.24  0.42  0.83
C  0.68  2.11  -1.17  -0.34
C  -0.24  3.12  -1.42  -0.12
C  -0.22  3.81  -2.62  -0.07
C  0.73  3.48  -3.58  -0.07
C  1.66  2.48  -3.33  -0.05
C  1.64  1.80  -2.12  -0.06
C  1.31  2.44  1.58  -0.32
C  1.59  2.05  2.89  -0.11
C  2.14  2.95  3.79  -0.05
C  2.43  4.25  3.39  -0.06
C  2.18  4.63  2.08  -0.07
C  1.63  3.74  1.17  -0.07
H  -2.82  6.84  0.16  0.03
H  -2.47  5.39  -0.80  0.02
H  -1.60  5.71  0.73  0.03
H  -3.01  3.03  0.01  0.05
H  -4.08  2.63  1.35  0.07
H  -2.28  3.36  2.97  0.12
H  -1.18  3.60  1.62  0.08
H  -2.53  0.95  2.23  0.11
H  -0.94  1.38  2.83  0.10
H  -3.91  0.55  -0.30  0.10
H  -6.20  -0.25  0.14  0.11
H  -6.57  -2.36  1.38  0.11
H  -4.64  -3.66  2.20  0.11
H  -2.33  -2.85  1.80  0.11
H  -0.82  -2.69  -1.55  0.09
H  -0.97  -2.86  -4.01  0.11
H  -1.66  -0.90  -5.35  0.10
H  -2.30  1.21  -4.22  0.11
H  -2.18  1.37  -1.76  0.08
H  -0.99  3.36  -0.67  0.07
H  -0.94  4.59  -2.81  0.10
H  0.74  4.01  -4.53  0.11
H  2.40  2.23  -4.08  0.11
H  2.37  1.03  -1.94  0.09
H  1.39  1.04  3.21  0.03
H  2.35  2.63  4.80  0.11
H  2.86  4.95  4.09  0.11
H  2.42  5.64  1.75  0.11
H  1.46  4.05  0.16  0.10
O  4.03  -7.67  -2.66  0.09
N  4.24  -6.48  -2.80  -0.36
O  5.11  -6.00  -3.51  0.08
C  3.38  -5.55  -2.06  -0.12
C  3.56  -4.20  -2.22  0.10
C  2.72  -3.34  -1.52  -0.06
C  1.73  -3.78  -0.59  -0.27
O  1.10  -3.03  0.20  -0.21
C  1.54  -5.20  -0.59  -0.03
C  2.36  -6.06  -1.27  0.10
N  0.41  -5.79  0.15  -0.34
O  0.52  -6.94  0.50  0.09
O  -0.58  -5.11  0.29  0.09
N  2.88  -1.94  -1.80  -0.30
O  3.89  -1.54  -2.30  0.15
O  1.91  -1.16  -1.60  -0.15
H  4.31  -3.82  -2.89  0.14
H  2.19  -7.12  -1.20  0.14

Calculated values
LUMO ... -0.0689 Ha
HOMO ... -8.1184 eV
Relative energy (zero: lowest compared OMol25 entry of this formula, charge and spin) ... 114.1 kJ/mol


Which of these has the highest relative energy (zero: lowest compared OMol25 entry of this formula, charge and spin)? C38H31BrF6O6P


Among the records above, which one has the highest relative energy (zero: lowest compared OMol25 entry of this formula, charge and spin)? C38H31BrF6O6P